The following is a DFT calculation (ωB97M-V/def2-TZVPD) of a structure of composition C18H28GeN3OTc at a distorted geometry.

```
52
Properties=species:S:1:pos:R:3:mulliken_spin:R:1
Tc -0.080 -0.350 -0.180 1.64
Ge -0.796 2.266 2.087 0.03
O -1.949 -1.007 0.370 0.00
N 1.630 0.111 -1.218 -0.06
N -4.068 -1.449 -0.200 0.00
N 4.676 1.005 -3.932 0.01
C 1.280 -2.390 1.248 0.04
C 0.377 0.971 1.212 -0.64
C -2.672 1.834 1.669 0.00
C 3.118 1.700 -2.233 -0.01
C -2.872 -0.930 -0.468 0.00
C 2.189 -0.828 -2.011 0.02
C 1.390 -3.324 0.215 -0.02
C -1.305 0.542 -1.696 -0.03
C 3.693 0.719 -3.058 0.01
C 2.118 1.364 -1.361 0.02
C -0.377 4.097 1.472 -0.02
C -0.866 -3.317 1.837 -0.02
C -0.534 2.233 4.043 -0.01
C 0.358 -4.217 -0.029 -0.01
C 0.148 -2.393 2.061 -0.03
C -2.616 -0.268 -1.786 0.00
C 3.185 -0.584 -2.918 -0.01
C -0.769 -4.216 0.787 0.01
H 2.302 -3.382 -0.365 0.00
H -0.902 1.305 4.481 0.00
H -4.838 -1.351 -0.839 0.00
H -2.847 0.770 1.829 0.00
H 1.429 1.080 1.507 0.02
H 5.013 1.944 -4.042 0.00
H -0.421 4.187 0.386 0.00
H -1.087 3.063 4.483 0.00
H -1.107 4.779 1.908 0.00
H 5.072 0.289 -4.511 0.00
H -1.561 -4.931 0.608 0.00
H 2.121 -1.752 1.490 0.01
H -3.479 0.349 -2.050 0.00
H 3.582 -1.391 -3.519 0.00
H -0.804 0.544 -2.667 0.00
H -2.909 2.070 0.630 0.00
H 1.794 -1.829 -1.907 -0.01
H -1.733 -3.335 2.484 0.00
H 0.617 4.396 1.808 0.00
H -3.343 2.399 2.315 0.00
H 0.450 -4.945 -0.825 0.00
H 0.519 2.347 4.299 0.00
H 0.085 -1.708 2.897 0.02
H 1.665 2.111 -0.727 0.02
H -2.545 -1.048 -2.549 0.00
H -1.543 1.582 -1.465 0.01
H -4.241 -1.838 0.713 0.00
H 3.458 2.726 -2.284 0.00
```

**Total charge**: +1
**2S+1**: 2
**Highest occupied orbital energy (spin up / spin down)**: -10.632 / -10.103 eV
**Electronic energy**: -84345.94770 eV
**⟨S²⟩**: 1.056
**E_LUMO (spin up / spin down)**: -0.10457 / -0.09762 hartree
**Orbital gap (spin up / spin down)**: 7.79 / 7.45 eV
**Energy above the lowest of the compared OMol25 structures with the same formula, charge and spin**: 26.9 kcal per mole

=====

The following is a DFT calculation (ωB97M-V/def2-TZVPD) of a structure of composition C3H8O at a distorted geometry.

```
12
Properties=species:S:1:pos:R:3:nbo_charge:R:1
O -0.888 1.982 0.234 -0.54
C 0.474 -1.304 0.516 -0.61
C 0.646 0.216 0.446 -0.48
C -0.673 0.826 -0.093 0.32
H -0.943 0.994 -2.246 0.11
H -0.595 0.928 -1.553 -0.02
H -1.527 0.119 -0.049 0.14
H 0.183 -1.611 -0.489 0.21
H 1.519 0.445 -0.176 0.22
H 1.352 -1.833 0.874 0.22
H 0.810 0.774 1.363 0.24
H -0.359 -1.535 1.173 0.20
```

**Total charge**: 0
**Highest occupied orbital energy**: -9.537 eV
**Electronic energy**: -5285.30742 eV
**E_LUMO**: 0.00682 hartree
**Orbital gap**: 9.72 eV
**Energy above the lowest of the compared OMol25 structures with the same formula, charge and spin**: 65.6 kcal per mole

=====

The following is a DFT calculation (ωB97M-V/def2-TZVPD) of a structure of composition C8H6Cl2GaN2O3Rh at a distorted geometry.

```
23
Properties=species:S:1:pos:R:3:mulliken_spin:R:1
Rh -1.883 -2.332 -3.149 1.20
Ga -1.512 0.820 -0.424 0.56
Cl -2.708 -1.081 -0.217 0.07
Cl 0.394 -2.065 -2.506 0.95
O -3.571 2.738 0.016 0.17
O -0.656 -2.624 -5.720 -0.01
O -4.732 -2.335 -3.977 0.00
N 3.234 1.009 3.246 0.60
N 0.150 0.489 0.518 0.21
C -1.207 -2.446 -4.727 -0.09
C -3.618 -2.249 -3.574 -0.07
C 2.483 0.944 0.976 0.19
C 1.441 0.752 0.078 -0.08
C 2.225 0.825 2.354 0.00
C -2.697 2.053 -0.363 0.20
C -0.076 0.340 1.877 -0.05
C 0.911 0.513 2.816 0.19
H 1.562 0.812 -1.010 0.01
H 0.703 0.429 3.861 0.00
H 3.059 0.921 4.252 -0.02
H -1.136 0.091 2.140 0.01
H 4.166 1.220 2.928 -0.02
H 3.468 1.177 0.605 0.00
```

**Total charge**: +4
**2S+1**: 5
**Highest occupied orbital energy (spin up / spin down)**: -21.004 / -24.352 eV
**Electronic energy**: -97891.47342 eV
**⟨S²⟩**: 6.064
**E_LUMO (spin up / spin down)**: -0.60228 / -0.71465 hartree
**Orbital gap (spin up / spin down)**: 4.61 / 4.91 eV
**Energy above the lowest of the compared OMol25 structures with the same formula, charge and spin**: 46.5 kcal per mole

=====

The following is a DFT calculation (ωB97M-V/def2-TZVPD) of a cluster of 2 separate species, C2H2BrNO2S2 in total at a distorted geometry.

```
10
Properties=species:S:1:pos:R:3:nbo_charge:R:1
Br -1.663 -0.962 -2.181 0.16
S 1.187 0.183 -0.260 1.76
S 1.130 -1.693 1.025 0.09
O 1.473 1.394 0.510 -0.86
O 2.079 -0.081 -1.375 -0.86
N -0.146 -0.463 3.280 -0.27
C -1.223 0.534 -1.180 -0.47
C 0.307 -0.989 2.369 0.03
H -1.837 0.728 -0.325 0.21
H -1.307 1.349 -1.863 0.21
```

**Total charge**: 0
**Highest occupied orbital energy (spin up / spin down)**: -9.947 / -9.938 eV
**Electronic energy**: -99400.42803 eV
**E_LUMO (spin up / spin down)**: -0.09601 / -0.11125 hartree
**Orbital gap (spin up / spin down)**: 7.33 / 6.91 eV
**Energy above the lowest of the compared OMol25 structures with the same formula, charge and spin**: 31.4 kcal per mole

=====

The following is a DFT calculation (ωB97M-V/def2-TZVPD) of a structure of composition C6H9N at a distorted geometry.

```
16
Properties=species:S:1:pos:R:3:nbo_charge:R:1
N 0.996 -3.073 0.068 -0.33
C 1.251 0.561 -0.630 -0.63
C -0.460 -0.902 0.143 -0.43
C -0.150 1.358 1.366 -0.67
C -1.045 -0.572 -1.266 -0.56
C 0.343 0.334 0.409 0.22
C 0.351 -2.122 0.108 0.29
H 1.731 1.533 -0.688 0.23
H -1.234 1.323 1.485 0.22
H -1.862 -1.242 -1.543 0.20
H 0.286 1.179 2.356 0.24
H 0.142 2.364 1.062 0.23
H 1.957 -0.239 -0.851 0.26
H -1.252 -1.041 0.888 0.25
H 0.337 0.081 -1.593 0.28
H -1.393 0.458 -1.314 0.19
```

**Total charge**: 0
**Highest occupied orbital energy**: -8.400 eV
**Electronic energy**: -7853.69101 eV
**E_LUMO**: -0.00562 hartree
**Orbital gap**: 8.25 eV
**Energy above the lowest of the compared OMol25 structures with the same formula, charge and spin**: 103.0 kcal per mole

=====

The following is a DFT calculation (ωB97M-V/def2-TZVPD) of a cluster of 2 separate species, C20H18NO8 in total at a distorted geometry.

```
47
Properties=species:S:1:pos:R:3:nbo_charge:R:1
O 1.303 0.351 -3.018 -0.53
O 0.958 -1.132 1.145 -0.73
O -0.863 1.251 -3.215 -0.53
O -2.530 0.358 -2.055 -0.62
O 7.081 -0.883 2.116 -0.46
O 1.676 -1.338 -1.598 -0.58
O -5.767 0.016 1.994 -0.50
O 6.893 -3.079 2.132 -0.46
N 6.390 -1.934 2.051 0.50
C 0.960 -0.395 -1.919 0.78
C 2.167 -1.410 1.358 0.46
C 0.893 2.077 -4.625 -0.63
C 2.763 -2.741 1.550 -0.34
C -0.311 -0.043 -1.249 -0.49
C -2.637 -1.557 1.108 -0.11
C 0.543 1.574 -3.216 0.53
C -0.653 -0.788 -0.123 0.16
C -1.332 0.541 -2.152 0.79
C -3.674 1.027 1.235 -0.35
C 0.875 2.619 -2.163 -0.67
C 4.437 -0.483 1.767 -0.17
C -1.855 -0.496 0.624 -0.17
C -3.925 -1.369 1.565 -0.29
C -2.412 0.794 0.711 -0.03
C 3.089 -0.311 1.551 -0.33
C -6.399 1.304 2.132 -0.26
C -4.477 -0.070 1.601 0.34
C 4.976 -1.787 1.853 -0.04
C 4.125 -2.913 1.757 -0.17
H 5.096 0.373 1.847 0.23
H 1.954 2.825 -2.224 0.23
H -0.145 -1.729 -0.029 0.28
H -2.212 -2.563 1.051 0.22
H 2.666 0.685 1.466 0.20
H -1.846 1.656 0.345 0.20
H -6.453 1.829 1.167 0.18
H 2.117 -3.619 1.505 0.20
H 0.346 3.006 -4.833 0.21
H 0.613 2.267 -1.155 0.24
H -5.885 1.926 2.880 0.18
H -7.411 1.087 2.478 0.20
H -4.069 2.045 1.307 0.21
H 0.316 3.539 -2.398 0.22
H 4.577 -3.900 1.858 0.23
H 0.623 1.323 -5.379 0.23
H 1.972 2.280 -4.678 0.22
H -4.552 -2.213 1.874 0.22
```

**Total charge**: -1
**Highest occupied orbital energy**: -4.246 eV
**Electronic energy**: -38900.05170 eV
**E_LUMO**: 0.08609 hartree
**Orbital gap**: 6.59 eV
**Energy above the lowest of the compared OMol25 structures with the same formula, charge and spin**: 7.4 kcal per mole

=====

The following is a DFT calculation (ωB97M-V/def2-TZVPD) of the ion C3H3O2 with charge +1 at a distorted geometry.

```
8
Properties=species:S:1:pos:R:3:nbo_charge:R:1
O -0.568 0.859 0.639 -0.33
O -0.188 -0.496 -1.087 -0.31
C 0.813 -0.898 -0.464 0.25
C 0.471 0.356 1.142 0.25
C -0.986 0.433 -0.604 0.37
H 1.287 -1.775 -0.567 0.23
H -2.008 0.751 -0.891 0.27
H 1.179 0.771 1.833 0.26
```

**Total charge**: +1
**Highest occupied orbital energy (spin up / spin down)**: -14.594 / -14.594 eV
**Electronic energy**: -7240.30202 eV
**E_LUMO (spin up / spin down)**: -0.21507 / -0.21505 hartree
**Orbital gap (spin up / spin down)**: 8.74 / 8.74 eV
**Energy above the lowest of the compared OMol25 structures with the same formula, charge and spin**: 123.2 kcal per mole

=====

The following is a DFT calculation (ωB97M-V/def2-TZVPD) of a cluster of 2 separate species, C4H9NO in total at a distorted geometry.

```
15
Properties=species:S:1:pos:R:3:nbo_charge:R:1
O 1.346 0.618 1.207 -0.69
N -1.525 0.669 0.512 -0.42
C -1.536 0.662 -0.960 -0.45
C 2.241 -0.198 0.603 0.18
C 2.214 -0.565 -0.675 -0.57
C -1.925 -0.397 1.064 -0.03
H -0.553 0.498 -1.389 0.20
H 1.724 -0.007 -1.461 0.20
H 3.007 -0.522 1.290 0.17
H -2.088 -0.383 2.136 0.18
H 2.976 -1.275 -0.966 0.21
H -1.861 1.646 -1.285 0.21
H -2.267 -1.304 0.556 0.15
H 0.506 0.618 0.708 0.50
H -2.259 -0.058 -1.341 0.18
```

**Total charge**: 0
**Highest occupied orbital energy**: -8.871 eV
**Electronic energy**: -7829.50995 eV
**E_LUMO**: 0.03762 hartree
**Orbital gap**: 9.90 eV
**Energy above the lowest of the compared OMol25 structures with the same formula, charge and spin**: 64.8 kcal per mole

=====

The following is a DFT calculation (ωB97M-V/def2-TZVPD) of a cluster of 2 separate species, C2H8N2O in total at a distorted geometry.

```
13
Properties=species:S:1:pos:R:3:mulliken_spin:R:1
O -0.373 1.532 -1.877 0.00
N 1.596 0.845 -1.149 0.00
N -0.822 -1.688 1.628 0.84
C -0.963 -0.339 1.205 0.05
C 0.729 1.286 -2.178 0.00
H 2.532 0.620 -1.243 0.00
H -0.925 -0.252 0.044 0.02
H -0.702 -1.830 2.635 -0.01
H -1.993 0.008 1.459 0.09
H 1.196 0.837 -0.200 0.00
H -1.425 -2.376 1.185 -0.01
H 1.190 1.074 -3.189 0.00
H -0.041 0.281 1.680 0.01
```

**Total charge**: +1
**2S+1**: 2
**Highest occupied orbital energy (spin up / spin down)**: -13.602 / -13.587 eV
**Electronic energy**: -7221.62266 eV
**⟨S²⟩**: 0.754
**E_LUMO (spin up / spin down)**: -0.14641 / -0.33570 hartree
**Orbital gap (spin up / spin down)**: 9.62 / 4.45 eV
**Energy above the lowest of the compared OMol25 structures with the same formula, charge and spin**: 51.3 kcal per mole

=====

The following is a DFT calculation (ωB97M-V/def2-TZVPD) of a structure of composition C16H21N6O3ReS at a distorted geometry.

```
48
Properties=species:S:1:pos:R:3:mulliken_spin:R:1
Re 1.157 -0.541 0.439 1.15
S 0.693 -0.112 2.734 -0.08
O -4.406 -2.525 -0.267 -0.01
O -2.176 1.315 0.822 -0.03
O 0.138 -2.305 -0.143 0.00
N 3.064 -0.933 -0.169 0.01
N -1.003 -0.462 0.096 -0.03
N 1.882 2.046 1.799 -0.02
N 2.234 1.183 0.788 -0.03
N 0.928 2.267 3.912 -0.01
N -2.146 -2.473 -0.313 -0.01
C 3.349 1.386 0.105 0.06
C -1.007 -1.791 -0.160 -0.01
C -2.767 -0.965 -2.934 0.00
C 5.296 -1.241 -1.793 0.00
C 4.094 2.662 0.114 0.00
C -2.143 0.266 0.238 -0.02
C -3.358 0.033 -1.953 0.00
C -3.416 -1.875 -0.312 0.00
C -3.414 -0.346 -0.444 0.00
C 4.926 0.027 -1.354 0.02
C -4.679 0.265 0.177 0.00
C 3.807 0.162 -0.534 0.01
C 3.469 -2.147 -0.535 -0.02
C 1.196 1.553 2.846 0.00
C 4.578 -2.346 -1.351 0.01
C -4.723 0.371 1.674 0.00
H 0.405 1.866 4.683 0.00
H 5.509 0.888 -1.644 0.00
H -4.387 0.222 -2.277 0.00
H -4.880 1.246 -0.261 0.00
H -5.512 -0.381 -0.141 0.00
H 4.862 2.685 -0.653 0.00
H -1.734 -1.235 -2.714 0.00
H -3.359 -1.881 -2.971 0.00
H 3.424 3.510 -0.048 0.00
H 4.876 -3.350 -1.620 0.00
H 6.142 -1.361 -2.456 0.00
H 2.901 -2.991 -0.159 0.01
H -4.060 1.176 2.024 0.00
H -2.790 -0.523 -3.931 0.00
H -5.723 0.685 1.981 0.00
H 2.328 2.965 1.824 0.00
H 1.222 3.231 4.034 0.00
H -4.436 -0.551 2.178 0.00
H -2.116 -3.492 -0.347 0.00
H -2.847 0.997 -2.054 0.00
H 4.602 2.821 1.070 0.01
```

**Total charge**: +3
**2S+1**: 2
**Highest occupied orbital energy (spin up / spin down)**: -18.046 / -18.082 eV
**Electronic energy**: -44953.04043 eV
**⟨S²⟩**: 0.788
**E_LUMO (spin up / spin down)**: -0.49782 / -0.48101 hartree
**Orbital gap (spin up / spin down)**: 4.50 / 4.99 eV
**Energy above the lowest of the compared OMol25 structures with the same formula, charge and spin**: 47.9 kcal per mole

=====

The following is a DFT calculation (ωB97M-V/def2-TZVPD) of an isolated molecule of C5H5NO.

```
12
Properties=species:S:1:pos:R:3:nbo_charge:R:1
O -0.420 0.124 2.259 -0.47
N 1.588 1.243 0.139 -0.56
C -2.117 -1.513 -0.336 -0.14
C -1.298 -1.007 0.390 -0.14
C 0.958 -0.054 0.280 -0.18
C 0.726 0.751 -0.935 -0.24
C -0.266 -0.280 1.130 0.50
H -0.265 1.189 -1.040 0.20
H 1.643 -0.901 0.248 0.23
H -2.859 -1.968 -0.957 0.24
H 1.196 0.464 -1.870 0.20
H 1.113 1.951 0.694 0.36
```

**Total charge**: 0
**Highest occupied orbital energy**: -9.962 eV
**Electronic energy**: -8800.01500 eV
**E_LUMO**: 0.00020 hartree
**Orbital gap**: 9.97 eV
**Energy above the lowest of the compared OMol25 structures with the same formula, charge and spin**: 78.5 kcal per mole

=====

The following is a DFT calculation (ωB97M-V/def2-TZVPD) of a structure of composition C13H17F2InNO5.

```
39
Properties=species:S:1:pos:R:3:lowdin_charge:R:1
In -0.595 -0.215 -0.695 0.71
F 0.247 0.129 -2.505 -0.54
F -5.889 3.985 -1.394 0.06
O 3.363 1.779 -1.122 0.12
O 2.610 1.524 0.953 -0.02
O -3.636 2.849 2.264 0.18
O -3.295 2.287 0.108 0.03
O -4.872 3.774 0.613 0.12
N 0.443 -5.066 0.410 0.02
C 4.913 -0.678 -0.085 -0.08
C 3.409 -0.448 -0.297 -0.14
C -0.368 -3.369 -1.088 -0.13
C 0.396 -2.746 1.047 -0.14
C -3.991 2.554 -1.106 -0.07
C -0.134 -2.325 -0.180 -0.24
C -3.897 2.945 1.113 -0.55
C -0.081 -4.687 -0.757 -0.19
C 0.158 1.271 0.760 -0.24
C 1.432 0.917 1.522 -0.28
C 0.668 -4.091 1.285 -0.19
C -4.681 3.862 -0.783 -0.32
C 3.089 1.030 -0.224 -0.50
H 3.111 -0.812 -1.282 0.13
H -0.283 -5.480 -1.474 0.09
H -0.646 1.527 1.456 0.03
H 1.095 -4.389 2.240 0.09
H -2.342 -0.071 -0.941 -0.08
H 2.848 -1.037 0.428 0.09
H 5.166 -0.734 0.975 0.07
H -3.292 2.609 -1.934 0.14
H -4.091 4.754 -1.006 0.17
H 1.577 -0.164 1.553 0.06
H 1.405 1.248 2.563 0.11
H 0.365 2.187 0.193 0.05
H 5.493 0.123 -0.545 0.07
H -0.787 -3.157 -2.067 0.09
H 0.592 -2.029 1.840 0.07
H -4.717 1.762 -1.291 0.14
H 5.218 -1.619 -0.547 0.07
```

**Total charge**: -1
**Highest occupied orbital energy**: -5.432 eV
**Electronic energy**: -36094.31751 eV
**E_LUMO**: 0.09739 hartree
**Orbital gap**: 8.08 eV